Record 1
Computed, not measured: a molecular structure, C57H42OP3S4SiSn, with ωB97M-V/def2-TZVPD.

The total charge is +1. The spin multiplicity is 1. The HOMO energy (alpha / beta) is -9.326 / -9.326 eV. The orbital gap (alpha / beta) is 4.952 / 4.953 eV.

```
109
Properties=species:S:1:pos:R:3:mulliken_charge:R:1
P 3.253 -22.608 -0.476 1.77
C 3.062 -24.746 3.685 0.33
H 6.217 -25.821 5.095 0.45
H 1.298 -26.567 -2.529 0.47
C 6.754 -23.928 7.918 -0.72
C 8.381 -22.639 3.348 0.44
C 3.567 -20.953 5.133 -0.36
H 6.695 -28.523 1.018 0.47
H 5.570 -19.207 -3.175 0.45
C 10.740 -22.711 3.858 -0.70
P 1.768 -22.233 3.420 1.64
H 6.928 -24.086 9.004 0.36
H -2.811 -23.818 3.394 0.42
C 6.611 -23.698 5.151 0.54
C 5.350 -22.538 -3.993 -0.62
C 8.574 -21.440 2.640 -0.14
C 1.920 -23.859 5.661 -0.44
C 5.258 -20.262 -3.143 -0.96
C 0.065 -22.071 3.972 0.56
C 6.873 -22.658 7.342 -0.71
C 2.393 -26.386 0.656 -1.08
H 7.719 -20.902 2.224 0.23
C 7.902 -27.062 2.001 -0.91
C 6.383 -25.023 7.117 -0.55
H 6.399 -20.884 -4.870 0.39
C 6.743 -27.602 1.549 -0.93
P 6.739 -23.389 3.387 0.53
C 4.080 -22.102 -1.996 1.20
Sn 5.113 -22.093 1.329 0.53
H 1.454 -27.974 -0.553 0.39
H 2.416 -27.026 1.499 0.69
C 6.751 -25.058 2.708 0.49
H 4.272 -24.014 -2.920 0.48
C 3.048 -25.153 0.680 0.81
C 1.753 -26.163 -1.649 -0.99
C 5.545 -26.878 1.627 -0.35
C 2.576 -20.812 4.166 0.76
C 2.876 -26.098 5.724 -0.92
H 1.416 -23.060 6.134 0.67
H 0.785 -23.464 0.913 0.02
H 8.849 -25.451 3.012 0.50
H 3.882 -26.755 3.987 0.43
C 9.432 -23.235 4.013 -0.34
C 7.105 -19.949 -0.331 0.12
H 3.942 -17.643 5.970 0.40
C 6.771 -22.560 5.978 -0.45
H -2.213 -20.249 5.795 0.44
H 9.299 -24.069 4.685 0.45
C 0.522 -22.645 0.221 0.19
H 10.001 -20.013 1.908 0.43
C 9.313 -19.458 -1.861 0.55
C 1.581 -21.950 -0.445 0.77
H 4.007 -21.935 5.380 0.27
H 4.626 -27.297 1.228 0.45
C 5.527 -25.598 2.193 0.80
C 3.282 -25.945 4.386 -0.47
C 9.858 -20.918 2.517 -0.65
C -2.686 -22.069 4.707 -0.66
S 6.989 -22.789 -0.348 -0.50
C 6.343 -24.977 5.732 -0.74
H 12.013 -21.435 2.772 0.43
C 7.562 -21.275 -0.854 0.62
H 7.094 -21.763 7.913 0.50
H 2.060 -25.091 7.445 0.40
H -2.180 -20.795 -0.820 0.42
H -0.360 -19.916 -2.340 0.44
H 6.177 -26.010 7.634 0.31
S 8.837 -21.224 -2.000 -0.10
H 11.648 -23.219 4.329 0.30
H 4.957 -19.907 6.447 0.40
H 1.983 -17.467 4.307 0.45
H 2.947 -27.114 6.152 0.43
C 2.524 -18.400 4.538 -0.69
C 10.984 -21.644 3.031 -0.61
H 1.915 -24.156 -2.406 0.63
H 3.966 -20.023 -1.386 0.45
H -0.405 -23.923 2.913 0.37
H -1.632 -22.709 0.625 0.38
H 8.842 -27.619 1.910 0.40
H -3.727 -22.085 5.112 0.34
S 8.052 -18.575 -0.779 -0.11
H 0.174 -20.334 5.359 0.34
C 2.040 -19.527 3.873 -1.06
C 2.305 -23.721 4.345 -0.40
O 10.309 -18.986 -2.351 -0.52
C 1.871 -26.941 -0.522 -0.89
C 2.175 -24.831 -1.594 -0.02
H 5.688 -23.329 -4.752 0.30
C 5.705 -21.213 -4.087 -0.64
C 3.558 -18.532 5.482 -0.82
C 2.868 -24.334 -0.478 -0.55
C -2.177 -23.034 3.844 -0.61
C 1.195 -20.830 -1.210 -0.76
C 4.359 -20.711 -2.141 -0.74
C -0.145 -20.597 -1.523 -0.82
C -0.454 -21.088 4.872 -0.37
C -0.826 -22.171 0.117 -0.64
C 4.507 -22.983 -2.970 -0.91
C 4.096 -19.803 5.762 -0.44
C 7.919 -25.817 2.623 -0.86
H 1.264 -19.377 3.106 0.50
H 1.898 -20.124 -1.677 0.25
Si 3.990 -24.523 2.120 1.10
S 5.755 -19.634 0.704 -0.62
C -0.792 -23.085 3.523 -0.77
C -1.813 -21.048 5.177 -0.54
C -1.140 -21.121 -0.732 -0.61
C 2.211 -25.021 6.359 -0.87
H 6.929 -21.589 5.458 0.52
```

Record 2
Computed, not measured: 5 unconnected molecules or ions with the total composition C2H15N2O4, with ωB97M-V/def2-TZVPD.

The total charge is +1. The spin multiplicity is 1. The HOMO energy is -12.262 eV. The orbital gap is 9.394 eV.

```
23
Properties=species:S:1:pos:R:3:nbo_charge:R:1
H -1.097 2.215 3.169 0.46
H 2.008 -1.521 0.197 0.48
N -0.262 1.014 -1.693 -0.69
H 3.230 0.661 -1.435 0.52
H -1.565 0.308 -0.116 0.22
C -0.630 -1.350 -0.928 0.07
H -0.630 1.916 -1.389 0.44
N -1.006 -2.246 -0.023 -0.78
H 3.139 1.977 -2.288 0.50
H 3.517 -1.524 0.312 0.49
O 2.623 1.299 -1.828 -0.99
H 0.770 1.048 -1.635 0.48
H 0.111 3.037 2.662 0.47
H -1.508 -2.040 0.845 0.44
O 2.803 -1.112 -0.192 -0.96
H -2.370 -0.181 2.475 0.50
H -0.986 -3.246 -0.141 0.41
O -0.816 3.101 2.908 -0.93
C -0.845 -0.023 -0.843 -0.28
O -2.526 -1.023 2.044 -0.98
H -0.139 -1.699 -1.830 0.21
H -3.232 -1.574 2.384 0.51
H -0.589 0.963 -2.657 0.43
```

Record 3
Computed, not measured: 2 unconnected molecules or ions with the total composition C4H2F2O, with ωB97M-V/def2-TZVPD.

The expectation value of S² is 2.014. The total charge is 0. The spin multiplicity is 3. The HOMO energy (alpha / beta) is -9.609 / -9.297 eV. The orbital gap (alpha / beta) is 9.804 / 5.958 eV.

```
9
Properties=species:S:1:pos:R:3:nbo_charge:R:1
C 1.047 0.346 -0.084 0.61
H 2.447 -0.823 -0.893 0.52
C -2.172 -0.745 -0.361 -0.10
C -0.040 0.449 0.648 0.08
F 1.415 1.395 -0.801 -0.29
H -0.470 -0.442 1.260 0.22
F -0.675 1.627 0.743 -0.32
C -3.304 -1.012 -0.414 -0.07
O 1.751 -0.797 -0.098 -0.65
```

Record 4
Computed, not measured: C19H30N4O4S in the gas phase, with ωB97M-V/def2-TZVPD.

The total charge is 0. The SMILES is Cc1cc(C(=O)N2CCCN(CCNC(=O)[C@@H]3CCS(=O)(=O)C3)CC2)[nH]c1C. The spin multiplicity is 1. The HOMO energy is -8.230 eV. The orbital gap is 8.669 eV.

```
58
Properties=species:S:1:pos:R:3:nbo_charge:R:1
N -1.542 1.874 -0.128 -0.61
H -3.151 -0.230 0.885 0.27
H 3.917 1.104 -5.126 0.21
H 2.404 1.799 -4.559 0.21
H 0.822 -4.090 1.045 0.19
N 4.112 -0.179 -1.288 -0.47
H -4.149 3.669 2.084 0.24
H -1.415 -2.571 1.191 0.19
O -5.957 -0.181 2.763 -0.95
N 1.598 -2.508 -0.032 -0.43
C -0.802 -1.743 1.565 -0.23
H 5.561 1.755 -3.631 0.23
H 0.377 2.461 0.421 0.23
C 0.495 -2.281 2.182 -0.43
C 2.392 -0.639 -2.585 -0.26
C -2.249 2.143 1.002 0.69
C 2.983 0.874 -4.613 -0.63
H -3.397 1.994 3.696 0.27
H -0.131 -0.529 -1.504 0.20
C 4.292 0.550 -2.417 0.16
H 1.268 0.175 0.759 0.19
H 2.429 0.177 -5.242 0.22
C 2.963 -0.919 -1.356 -0.01
N -0.644 -0.778 0.478 -0.48
C -4.533 2.657 1.969 -0.40
H 2.293 -3.379 1.718 0.24
H 1.104 -1.444 2.531 0.21
H 0.274 1.498 -1.043 0.20
H 6.392 0.963 -2.294 0.22
H -5.584 2.714 1.681 0.22
H -4.864 0.053 0.451 0.25
H -5.165 2.072 4.004 0.25
O 3.515 -1.643 0.782 -0.67
C 1.337 -3.149 1.255 -0.21
C -0.116 1.600 -0.030 -0.23
C -4.030 0.392 1.062 -0.69
S -4.556 0.164 2.774 2.17
H -1.440 -1.666 -1.240 0.19
C 0.496 -2.531 -0.972 -0.24
H -4.072 2.213 -0.106 0.23
H 0.866 -2.624 -1.992 0.21
C 3.228 0.286 -3.257 -0.10
H -0.031 0.615 1.861 0.22
H -2.039 1.369 -0.844 0.39
C -0.469 -1.333 -0.851 -0.23
C 2.701 -1.724 -0.139 0.66
C 5.464 1.455 -2.589 -0.65
H 0.238 -2.867 3.069 0.22
H 1.483 -1.040 -2.996 0.21
C -3.749 1.896 0.887 -0.32
C -4.389 1.873 3.268 -0.68
H -1.386 -1.267 2.357 0.23
H 4.702 -0.224 -0.471 0.44
O -1.724 2.539 2.027 -0.63
H -0.054 -3.450 -0.768 0.20
O -3.620 -0.674 3.478 -0.94
H 5.362 2.364 -1.992 0.22
C 0.188 0.366 0.821 -0.24
```

ΔE to the lowest compared entry with this formula, charge and spin
In order: 1.2, 150.7, 509.6, 62.7
Unit: kJ/mol